1.
This record from the Open Molecules 2025 dataset describes a structure of composition C23H40Cl24Nb. The level of theory is wB97M-V/def2-TZVPD.

Cartesian coordinates (Å):
C (1.0317, -1.9911, 0.0569)
C (0.6059, -0.9842, -0.4810)
Nb (-0.5792, 0.5265, -1.7430)
C (-0.3538, 2.0887, -0.1196)
C (-1.6248, 2.6693, 0.5689)
C (-2.8199, 2.9989, -0.3472)
C (-4.0302, 2.0868, -0.2526)
C (-4.4796, 1.5817, 0.9623)
C (-5.6041, 0.7757, 1.0675)
C (-6.3367, 0.4687, -0.0730)
C (-5.9076, 0.9522, -1.3026)
C (-4.7749, 1.7491, -1.3813)
H (1.1579, -2.9111, 0.5791)
H (-2.2498, 0.0178, -1.1994)
H (-1.2873, 1.8012, -2.8335)
H (1.0331, 1.0628, -2.4849)
H (-0.7613, -0.5965, -3.1933)
H (0.3073, 2.8806, -0.4825)
H (0.2115, 1.5746, 0.6717)
H (-1.9095, 2.0351, 1.4100)
H (-1.3356, 3.6322, 1.0205)
H (-3.2099, 3.9709, -0.0054)
H (-2.5180, 3.1486, -1.3829)
H (-3.9498, 1.8288, 1.8735)
H (-5.9198, 0.3845, 2.0278)
H (-7.2246, -0.1477, 0.0088)
H (-6.4452, 0.7039, -2.2101)
H (-4.4518, 2.1098, -2.3522)
C (0.4879, 6.0606, 2.0028)
Cl (-1.1501, 6.0284, 1.3228)
Cl (1.5150, 4.7854, 1.3611)
H (0.9360, 7.0184, 1.7673)
H (0.4125, 5.9360, 3.0767)
C (4.6260, 7.4036, 2.8391)
Cl (4.4194, 6.3454, 1.4434)
Cl (3.1176, 7.6665, 3.7245)
H (5.3411, 6.9496, 3.5148)
H (4.9899, 8.3655, 2.4958)
C (-3.5625, -2.8504, 0.0590)
Cl (-1.8605, -2.4584, -0.1932)
Cl (-4.5447, -2.4772, -1.3713)
H (-3.6506, -3.9127, 0.2621)
H (-3.9411, -2.2763, 0.8983)
C (5.0050, -0.2610, -0.5640)
Cl (3.2607, -0.1194, -0.3600)
Cl (5.6276, 0.7562, -1.8902)
H (5.5024, 0.0403, 0.3514)
H (5.2384, -1.2945, -0.7952)
C (2.5291, 11.4694, 4.3938)
Cl (4.1383, 10.8395, 4.0300)
Cl (1.6601, 11.9439, 2.9317)
H (1.9632, 10.6940, 4.8977)
H (2.6351, 12.3376, 5.0331)
C (-3.8004, -5.1484, -3.5655)
Cl (-2.1843, -5.8268, -3.8290)
Cl (-4.5399, -4.6234, -5.0822)
H (-4.4262, -5.9158, -3.1253)
H (-3.7235, -4.2931, -2.9021)
C (6.7980, -1.3515, -4.5103)
Cl (8.4893, -1.7810, -4.8431)
Cl (5.9321, -0.9338, -5.9903)
H (6.3100, -2.2046, -4.0516)
H (6.7778, -0.5033, -3.8378)
C (0.5276, -6.7268, -1.4731)
Cl (-0.5777, -7.8189, -0.6140)
Cl (0.5694, -5.1254, -0.7470)
H (1.5227, -7.1547, -1.4420)
H (0.1872, -6.6339, -2.4973)
C (-2.4868, 0.5691, 4.1787)
Cl (-2.7595, -0.4704, 2.7843)
Cl (-3.9950, 0.9662, 5.0280)
H (-1.8194, 0.0553, 4.8621)
H (-2.0298, 1.4924, 3.8356)
C (6.6409, -5.0857, -5.5034)
Cl (5.7148, -5.1307, -3.9970)
Cl (7.4488, -6.6261, -5.8273)
H (5.9631, -4.8698, -6.3205)
H (7.3925, -4.3111, -5.4170)
C (1.4461, -0.1624, 5.3887)
Cl (1.0958, -1.1347, 3.9610)
Cl (-0.0279, 0.2101, 6.3040)
H (2.1234, -0.7081, 6.0348)
H (1.8941, 0.7717, 5.0703)
C (-3.0170, -10.5282, -0.2552)
Cl (-3.2090, -11.4733, -1.7368)
Cl (-4.5461, -10.3541, 0.6161)
H (-2.3076, -11.0343, 0.3886)
H (-2.6531, -9.5428, -0.5185)

Force components x, y, z for each atom (eV/Å):
-0.753 -0.008 0.163
0.033 0.105 -0.615
1.133 -0.837 2.360
-0.940 -0.042 -0.059
0.807 0.768 -0.328
-0.663 0.260 0.766
-0.028 -0.306 -0.224
0.081 0.219 0.341
-0.187 0.034 -0.387
0.060 -0.058 0.099
-0.006 0.104 0.096
0.057 0.079 -0.214
0.396 0.097 0.072
-0.523 0.308 -0.656
0.413 -0.068 0.015
-0.281 0.062 -0.628
-0.259 0.253 -0.344
-0.147 0.115 -0.053
0.129 -0.159 -0.216
-0.168 -0.197 -0.202
-0.089 -0.537 0.034
0.090 0.060 -0.149
0.096 -0.238 -0.007
0.039 0.044 -0.052
0.079 0.087 0.047
0.035 -0.029 -0.087
-0.022 -0.005 0.030
0.069 -0.055 0.031
-0.030 0.120 0.058
0.083 0.369 0.069
-0.215 -0.191 -0.002
-0.012 -0.005 -0.065
-0.041 -0.047 -0.012
0.239 0.014 -0.105
0.180 0.186 0.080
-0.150 -0.202 0.052
-0.063 -0.048 0.027
-0.096 0.027 -0.008
0.156 -0.086 0.017
-0.474 -0.490 0.319
-0.133 0.054 0.063
-0.012 0.000 -0.046
-0.047 0.119 -0.110
-0.213 0.076 0.202
0.933 0.087 -0.076
0.040 0.076 0.078
0.042 0.083 -0.066
0.006 0.030 -0.094
-0.085 -0.056 0.047
0.180 0.246 0.051
-0.029 0.008 0.025
0.017 -0.054 -0.078
0.048 0.028 -0.057
-0.021 0.035 0.106
-0.006 -0.031 0.019
-0.044 0.003 0.021
0.027 -0.053 -0.068
0.113 -0.027 -0.146
-0.094 0.007 0.024
0.028 -0.041 0.061
-0.021 -0.031 0.018
0.023 -0.036 -0.055
0.068 -0.004 -0.092
0.136 0.119 -0.079
0.025 -0.057 0.012
-0.030 -0.122 -0.142
-0.030 -0.046 0.092
-0.106 0.009 0.045
0.111 -0.125 -0.119
0.182 -0.202 0.059
0.029 0.028 0.040
-0.393 0.061 -0.209
-0.101 0.028 -0.038
-0.016 0.070 -0.033
-0.018 0.051 0.000
0.015 0.014 -0.033
-0.043 -0.064 0.027
0.072 -0.020 0.024
0.083 -0.044 -0.147
0.017 0.052 -0.014
0.402 0.052 0.429
-0.078 -0.047 0.031
-0.079 0.025 -0.019
0.051 0.034 0.020
0.047 -0.001 -0.009
0.018 0.018 0.038
-0.049 -0.057 -0.001
-0.095 -0.001 -0.066

Results
Total charge = -1
LUMO = 1.623 eV
Molecular weight = 1260.35 g mol⁻¹
HOMO level = -4.731 eV
Relative energy (zero: lowest compared OMol25 entry of this formula, charge and spin) = 0.0 kcal/mol
HOMO-LUMO gap = 6.354 eV

2.
This record from the Open Molecules 2025 dataset describes a structure of composition C17H19CoN6O10P2. The level of theory is wB97M-V/def2-TZVPD.

Cartesian coordinates (Å):
Co (-0.3771, 0.2122, -0.4526)
C (-0.2796, -3.5520, 1.3320)
C (0.8045, -3.2796, 0.2957)
O (1.5764, -4.4737, 0.0954)
P (1.9751, -1.9718, 0.8205)
O (2.3403, -2.1468, 2.3377)
O (3.3407, -2.4049, 0.1337)
O (1.5339, -0.6063, 0.4493)
P (0.0587, -2.8751, -1.3478)
O (1.4544, -2.7475, -2.2204)
O (-0.6599, -4.0872, -1.8116)
O (-0.5957, -1.5276, -1.3529)
H (0.1791, -4.0076, 2.2103)
H (-1.0068, -4.2448, 0.9055)
H (-0.7943, -2.6418, 1.6256)
H (1.0111, -5.0468, -0.4454)
H (1.6886, -1.7581, 2.9749)
H (3.1506, -2.9293, -0.6621)
H (1.3883, -3.3438, -2.9752)
O (-3.5656, 2.7971, -0.1243)
C (-2.5136, 2.1840, -0.2350)
O (-2.2942, 1.1334, -0.9345)
C (-1.2888, 2.7175, 0.5100)
C (-1.3347, 3.8970, 1.2325)
C (-0.1939, 4.3203, 1.8898)
C (0.9528, 3.5455, 1.8115)
C (0.9203, 2.3725, 1.0767)
N (-0.1793, 1.9793, 0.4353)
H (-2.2694, 4.4376, 1.2635)
H (-0.1984, 5.2373, 2.4649)
H (1.8611, 3.8285, 2.3243)
H (1.7679, 1.7058, 1.0037)
N (-0.8191, 2.6240, -2.6599)
C (0.3524, 1.9677, -2.9223)
C (1.2124, 2.4090, -3.9443)
C (2.3717, 1.7166, -4.1956)
C (2.6693, 0.5942, -3.4280)
C (1.7898, 0.2438, -2.4272)
N (0.6591, 0.9104, -2.1546)
H (-1.1519, 3.2362, -3.3857)
H (-1.5383, 2.0565, -2.1894)
H (0.9366, 3.2809, -4.5221)
H (3.0384, 2.0418, -4.9846)
H (3.5619, 0.0090, -3.5884)
H (1.9919, -0.6060, -1.7918)
N (-3.3209, -0.2689, 1.4399)
C (-2.1195, -0.5132, 1.9902)
O (-1.0595, -0.4338, 1.3180)
C (-2.0092, -0.9149, 3.3610)
C (-0.7106, -1.2289, 3.7751)
N (0.3734, -1.4631, 4.1091)
C (-3.1229, -1.0653, 4.1990)
N (-4.0622, -1.1467, 4.8690)
H (-3.3477, 0.0804, 0.4918)
H (-4.1479, -0.2532, 2.0099)

Force components x, y, z for each atom (eV/Å):
0.159 0.086 -0.206
-0.020 0.063 0.012
-0.139 0.053 0.024
0.019 -0.106 -0.090
0.168 -0.153 0.231
0.045 0.020 -0.282
0.066 0.030 -0.123
-0.031 0.121 -0.080
0.192 -0.098 -0.031
-0.064 -0.052 -0.065
0.054 -0.004 -0.010
-0.241 0.153 0.182
-0.009 0.054 0.005
0.006 -0.011 -0.006
0.002 -0.041 -0.045
0.006 -0.001 0.020
-0.056 -0.160 0.125
0.007 -0.022 0.087
0.024 -0.048 0.057
-0.044 0.073 0.043
0.043 0.103 0.052
-0.169 -0.044 0.254
-0.051 -0.072 -0.005
-0.059 -0.006 -0.016
0.003 -0.014 -0.008
0.048 -0.058 -0.029
-0.028 0.022 0.000
-0.068 -0.100 0.058
-0.003 0.006 -0.009
-0.002 0.004 0.010
0.011 0.005 -0.001
0.039 -0.037 -0.003
0.064 -0.214 -0.151
-0.321 0.159 0.033
0.017 -0.039 0.004
-0.058 0.005 0.043
-0.044 0.036 0.013
0.202 -0.084 0.110
0.007 -0.090 0.190
0.042 -0.015 0.015
0.269 0.154 -0.201
-0.009 0.007 -0.010
0.002 0.004 -0.008
0.023 -0.018 -0.001
-0.025 0.223 -0.115
-0.060 0.030 0.071
0.090 -0.028 -0.083
-0.006 0.026 -0.166
-0.015 -0.035 -0.435
0.196 0.085 0.551
-0.097 0.080 -0.143
-0.119 0.057 0.221
-0.049 -0.042 -0.048
-0.020 -0.065 -0.039
0.003 -0.004 -0.001

Results
Total charge = -1
LUMO (alpha / beta) = 2.456 / 2.456 eV
Molecular weight = 588.25 g mol⁻¹
HOMO level (alpha / beta) = -5.337 / -5.330 eV
Spin multiplicity = 2
Relative energy (zero: lowest compared OMol25 entry of this formula, charge and spin) = 11.7 kcal/mol
HOMO-LUMO gap (alpha / beta) = 7.794 / 7.787 eV

3.
This record from the Open Molecules 2025 dataset describes a structure of composition C5H5NO2. The level of theory is wB97M-V/def2-TZVPD.

Cartesian coordinates (Å):
C (-0.2827, -0.0579, -1.4781)
C (0.1915, -1.1145, -0.3949)
C (-1.2010, 0.2730, -0.2100)
C (-0.2639, 0.7564, 0.8064)
C (0.8092, -0.2838, 0.8118)
H (0.6708, -2.0410, -0.6181)
H (-2.2616, 0.7391, -0.1219)
H (-0.5212, 1.1996, 1.7326)
H (1.4960, 1.1744, -0.3247)
H (1.1564, -0.9896, 1.6437)
N (1.2556, 1.0389, 0.6496)
O (0.1470, 0.5148, -2.3979)
O (-1.1961, -1.2094, -0.0986)

Force components x, y, z for each atom (eV/Å):
1.424 1.222 4.154
0.501 0.093 -1.124
-3.335 -0.009 -1.981
2.830 0.248 1.815
-0.793 -2.994 0.309
0.192 -0.696 -0.195
1.847 -0.934 -0.565
-0.891 0.294 0.489
0.119 0.428 -0.236
-0.477 1.504 -0.939
-1.052 0.154 -1.166
0.040 0.235 -2.108
-0.405 0.457 1.548

Results
LUMO = 0.649 eV
Molecular weight = 111.10 g mol⁻¹
HOMO level = -9.887 eV
Relative energy (zero: lowest compared OMol25 entry of this formula, charge and spin) = 109.0 kcal/mol
HOMO-LUMO gap = 10.536 eV

4.
This record from the Open Molecules 2025 dataset describes the molecule C22H36N2O6S2. The level of theory is wB97M-V/def2-TZVPD.

Cartesian coordinates (Å):
C (-6.3131, -1.0454, -0.8427)
C (-5.0092, -0.8237, -1.5880)
O (-4.4361, 0.4158, -1.1619)
C (-3.1050, 0.5228, -1.1690)
O (-2.3622, -0.3609, -1.5096)
C (-2.6748, 1.8848, -0.6628)
C (-2.3456, 1.7634, 0.8331)
C (-1.7702, 3.0753, 1.3614)
N (-0.6166, 3.4781, 0.5829)
C (0.6054, 3.4575, 1.1522)
O (0.7771, 3.1722, 2.3239)
C (1.7954, 3.8567, 0.2963)
S (2.1557, 2.6897, -1.0614)
C (2.3707, 1.1226, -0.1609)
C (3.6848, 1.0893, 0.5888)
S (4.0543, -0.5529, 1.2827)
C (4.7051, -1.4271, -0.1849)
C (3.6421, -1.7369, -1.2236)
O (3.6937, -1.2027, -2.3188)
N (2.6666, -2.6067, -0.8939)
C (2.4870, -3.2849, 0.3673)
C (1.2451, -2.7581, 1.0851)
C (0.0084, -2.8808, 0.1904)
C (-1.1589, -2.1862, 0.8592)
O (-1.1029, -1.0912, 1.3552)
O (-2.2579, -2.9400, 0.8330)
C (-3.4317, -2.4005, 1.4432)
C (-3.4043, -2.5684, 2.9556)
C (0.2774, -2.2061, -1.1606)
C (1.5420, -2.7822, -1.7927)
C (-0.9284, 3.6805, -0.8118)
C (-1.4444, 2.3778, -1.4248)
H (-6.7650, -1.9776, -1.1687)
H (-7.0006, -0.2286, -1.0443)
H (-6.1345, -1.0919, 0.2285)
H (-4.2908, -1.6278, -1.3971)
H (-5.1834, -0.7630, -2.6679)
H (-3.5106, 2.5789, -0.7956)
H (-3.2476, 1.5145, 1.3949)
H (-1.6190, 0.9638, 0.9809)
H (-1.4484, 2.9576, 2.3972)
H (-2.5226, 3.8705, 1.3030)
H (1.6398, 4.8223, -0.1834)
H (2.6704, 3.9166, 0.9436)
H (2.3539, 0.3736, -0.9514)
H (1.5222, 0.9797, 0.5089)
H (4.5131, 1.3689, -0.0635)
H (3.6567, 1.7527, 1.4537)
H (5.1840, -2.3291, 0.1933)
H (5.4564, -0.7887, -0.6506)
H (2.3636, -4.3555, 0.1589)
H (3.3573, -3.1553, 1.0068)
H (1.3932, -1.7085, 1.3440)
H (1.0994, -3.3168, 2.0107)
H (-0.2530, -3.9312, 0.0337)
H (-3.5064, -1.3393, 1.1842)
H (-4.2607, -2.9568, 1.0005)
H (-4.3362, -2.2059, 3.3803)
H (-3.2797, -3.6169, 3.2152)
H (-2.5800, -1.9985, 3.3767)
H (0.4015, -1.1344, -1.0012)
H (-0.5730, -2.3420, -1.8279)
H (1.4132, -3.8513, -1.9935)
H (1.7762, -2.2676, -2.7258)
H (-0.0551, 4.0217, -1.3626)
H (-1.7073, 4.4508, -0.8784)
H (-1.6890, 2.5414, -2.4750)
H (-0.6653, 1.6161, -1.3750)

Force components x, y, z for each atom (eV/Å):
0.370 0.256 -0.163
-0.052 -0.515 -0.057
-0.451 0.127 0.142
0.165 0.375 0.002
0.102 -0.097 -0.052
0.172 -0.235 -0.035
0.012 0.242 -0.043
-0.117 -0.264 0.354
-0.395 0.035 0.029
0.386 0.330 -0.131
0.176 -0.197 0.318
0.259 -0.428 -0.195
0.024 0.013 0.012
-0.051 0.516 -0.186
0.130 -0.456 0.091
0.213 0.018 0.044
-0.166 0.390 0.283
0.484 -0.090 0.078
0.033 0.324 -0.238
-0.228 -0.247 -0.124
-0.099 0.069 0.431
-0.017 -0.156 -0.103
-0.015 0.314 0.126
0.380 -0.221 -0.144
-0.020 0.055 0.144
-0.164 -0.359 -0.099
-0.244 0.299 0.302
0.155 -0.006 -0.368
0.052 -0.282 -0.054
-0.211 0.276 -0.287
0.043 -0.116 -0.409
-0.140 0.153 0.060
-0.070 -0.101 -0.026
-0.133 0.043 0.016
-0.011 -0.030 0.114
-0.137 0.119 -0.078
0.086 -0.028 0.122
0.037 -0.032 -0.002
-0.024 -0.063 0.048
-0.053 0.055 0.009
-0.110 0.082 -0.137
0.025 0.002 0.030
0.017 0.025 -0.006
-0.212 0.119 0.048
-0.081 0.006 0.042
-0.019 -0.164 0.012
-0.039 0.109 0.049
0.058 0.047 -0.054
0.023 -0.004 -0.004
-0.061 -0.180 -0.067
0.094 0.026 0.056
-0.025 -0.100 -0.076
0.021 -0.054 0.000
-0.009 -0.014 0.076
0.010 0.041 -0.006
-0.069 -0.141 -0.047
0.092 0.102 -0.002
-0.110 0.029 0.076
-0.030 -0.091 0.056
0.019 0.042 0.063
-0.011 0.069 -0.027
-0.030 0.039 -0.032
0.013 0.007 -0.029
-0.041 -0.164 0.109
-0.134 0.046 0.067
0.070 0.020 -0.028
0.010 -0.016 -0.073
0.046 0.030 -0.026

Results
LUMO = 0.671 eV
Molecular weight = 488.67 g mol⁻¹
SMILES = CCOC(=O)C1CCN(C(=O)CSCCSCC(=O)N2CCC(C(=O)OCC)CC2)CC1
HOMO level = -8.489 eV
Relative energy (zero: lowest compared OMol25 entry of this formula, charge and spin) = 0.5 kcal/mol
HOMO-LUMO gap = 9.160 eV